1.
The following is a quantum chemistry calculation of a molecular structure, C58H51FN6O6PbS in a non-equilibrium geometry, from OMol25.

Positions of all 124 atoms, in Å:
Pb  -16.23  -14.24  16.66
C  -19.35  -21.81  22.96
O  -19.96  -21.11  21.84
C  -19.30  -20.00  21.37
C  -18.14  -19.46  21.90
C  -17.51  -18.39  21.28
C  -17.92  -17.90  20.04
C  -19.10  -18.46  19.49
C  -19.81  -19.42  20.17
C  -17.12  -16.81  19.39
C  -16.16  -17.21  18.41
C  -15.98  -18.54  17.94
C  -15.01  -18.54  16.97
C  -14.64  -17.18  16.77
N  -15.28  -16.38  17.71
C  -13.81  -16.74  15.67
C  -13.17  -15.44  15.69
C  -12.15  -14.96  14.82
C  -11.97  -13.61  15.12
C  -12.84  -13.27  16.18
C  -12.97  -11.99  16.78
C  -11.84  -11.03  16.54
C  -10.99  -10.75  17.62
C  -9.87  -9.95  17.52
C  -9.69  -9.20  16.36
O  -8.77  -8.21  16.19
C  -7.92  -7.90  17.30
C  -10.53  -9.44  15.26
C  -11.53  -10.39  15.32
C  -14.01  -11.57  17.70
N  -15.07  -12.31  18.15
C  -15.87  -11.48  18.90
C  -17.14  -11.84  19.49
C  -18.15  -10.79  19.91
C  -19.39  -10.58  19.29
C  -20.24  -9.52  19.59
C  -19.92  -8.71  20.70
O  -20.70  -7.71  21.19
C  -21.97  -7.47  20.55
C  -18.69  -8.91  21.38
C  -17.82  -9.90  20.96
C  -17.51  -13.21  19.71
C  -18.56  -13.67  20.55
C  -18.53  -15.05  20.55
C  -17.46  -15.45  19.69
N  -16.80  -14.32  19.22
C  -15.28  -10.18  18.94
C  -14.12  -10.23  18.20
N  -13.58  -14.41  16.53
C  -13.79  -17.60  14.46
C  -12.60  -18.00  13.83
C  -12.64  -18.84  12.73
C  -13.82  -19.31  12.14
O  -13.66  -20.10  11.04
C  -14.86  -20.48  10.30
C  -15.04  -18.95  12.77
C  -14.99  -18.10  13.87
H  -20.09  -22.60  23.20
H  -19.24  -21.17  23.84
H  -18.39  -22.26  22.68
H  -17.72  -19.87  22.80
H  -16.63  -17.95  21.76
H  -19.46  -18.01  18.52
H  -20.75  -19.79  19.80
H  -16.55  -19.39  18.27
H  -14.62  -19.39  16.44
H  -11.62  -15.52  14.07
H  -11.25  -12.94  14.69
H  -11.23  -11.19  18.58
H  -9.17  -9.86  18.33
H  -7.28  -7.12  16.87
H  -7.30  -8.73  17.64
H  -8.44  -7.48  18.17
H  -10.32  -8.89  14.32
H  -12.10  -10.57  14.43
H  -19.68  -11.24  18.47
H  -21.16  -9.37  19.02
H  -22.33  -6.56  21.06
H  -22.69  -8.29  20.70
H  -21.86  -7.27  19.47
H  -18.45  -8.24  22.19
H  -16.88  -10.00  21.50
H  -19.30  -13.04  21.06
H  -19.19  -15.71  21.11
H  -15.67  -9.30  19.44
H  -13.42  -9.42  18.05
H  -11.63  -17.72  14.21
H  -11.73  -19.21  12.27
H  -14.47  -21.09  9.49
H  -15.40  -19.60  9.88
H  -15.52  -21.09  10.93
H  -16.01  -19.32  12.39
H  -15.93  -17.80  14.29
C  -20.02  -14.16  16.97
C  -19.91  -13.86  15.52
C  -21.05  -14.11  14.70
C  -20.96  -13.98  13.35
C  -19.68  -13.75  12.81
C  -19.49  -13.92  11.42
C  -18.23  -13.86  10.85
C  -17.12  -13.58  11.69
C  -17.22  -13.41  13.08
S  -15.66  -13.21  13.79
C  -18.55  -13.54  13.68
N  -18.70  -13.55  15.02
H  -21.01  -13.89  17.32
H  -19.23  -13.63  17.47
H  -19.86  -15.27  17.05
H  -21.96  -14.42  15.20
H  -21.81  -14.11  12.69
H  -20.39  -14.14  10.85
H  -18.10  -14.00  9.79
H  -16.13  -13.49  11.25
O  -17.33  -16.26  15.61
H  -17.78  -15.80  14.89
H  -18.28  -16.62  16.19
O  -15.02  -10.06  14.76
H  -14.48  -10.17  15.57
H  -15.11  -10.97  14.42
F  -19.35  -16.87  16.97
N  -17.98  -10.45  16.10
H  -17.11  -10.19  15.63
H  -17.93  -10.12  17.05
H  -18.01  -11.47  16.05

Values from the calculation:
ΔE to the lowest compared entry with this formula, charge and spin, kJ/mol: 0.0
Energy, a.u.: -3711.7062
2S+1: 1
HOMO (alpha / beta), eV: -1.398 / -1.394
Total charge: -2



2.
The following is a quantum chemistry calculation of 7 unconnected molecules or ions with the total composition C58H56BrF12NO5 in a non-equilibrium geometry, from OMol25.

Positions of all 133 atoms, in Å:
C  2.89  -3.78  0.40
C  3.41  -2.35  0.64
C  3.62  -1.58  -0.68
O  3.10  -0.23  -0.66
C  2.40  0.20  -1.74
C  2.14  1.72  -1.38
C  1.18  2.47  -2.29
O  1.50  3.07  -3.26
Br  -0.75  2.60  -1.86
O  1.14  -0.38  -2.00
C  0.55  -1.18  -1.02
C  -0.03  -0.49  0.23
O  -0.85  -1.52  0.92
C  -2.09  -1.16  1.08
N  -3.21  -0.88  1.04
O  0.96  -0.14  1.12
C  0.50  0.64  2.22
C  1.42  1.83  2.55
C  2.51  1.44  3.53
C  2.57  1.95  4.82
C  3.60  1.58  5.69
C  4.56  0.67  5.25
C  4.53  0.15  3.96
C  3.50  0.54  3.11
C  -0.62  -1.93  -1.73
F  -0.05  -2.53  -2.85
C  -1.75  -1.05  -2.23
C  -2.98  -1.95  -2.61
C  3.18  0.20  -3.09
F  3.69  1.40  -3.39
F  4.25  -0.62  -3.07
C  2.37  -0.27  -4.34
F  3.20  -0.16  -5.39
F  2.05  -1.54  -4.27
F  1.32  0.49  -4.62
H  1.86  -3.73  0.02
H  3.52  -4.35  -0.28
H  2.82  -4.27  1.37
H  4.38  -2.44  1.13
H  2.74  -1.85  1.33
H  3.17  -2.14  -1.51
H  4.69  -1.54  -0.90
H  1.69  1.68  -0.39
H  3.08  2.26  -1.24
H  1.17  -2.00  -0.64
H  -0.69  0.36  0.04
H  -0.52  1.02  2.10
H  0.49  -0.01  3.09
H  1.83  2.33  1.66
H  0.79  2.57  3.05
H  1.81  2.66  5.15
H  3.63  1.98  6.70
H  5.37  0.36  5.91
H  5.27  -0.54  3.59
H  3.44  0.16  2.10
H  -0.96  -2.77  -1.12
H  -1.43  -0.58  -3.17
H  -2.11  -0.33  -1.50
H  -3.27  -1.86  -3.65
H  -3.80  -1.71  -1.93
H  -2.73  -2.99  -2.38
F  -1.89  2.49  1.19
C  -2.85  3.45  1.20
C  -2.78  4.45  2.15
C  -3.76  5.44  2.16
C  -4.78  5.40  1.22
C  -4.83  4.38  0.28
C  -3.85  3.40  0.26
H  -1.98  4.45  2.88
H  -3.72  6.23  2.89
H  -5.55  6.17  1.23
H  -5.63  4.36  -0.45
H  -3.87  2.60  -0.47
F  0.23  -3.36  3.79
C  -0.21  -4.51  3.23
C  0.00  -5.70  3.89
C  -0.46  -6.88  3.32
C  -1.11  -6.85  2.09
C  -1.31  -5.64  1.44
C  -0.86  -4.46  2.01
H  0.51  -5.70  4.85
H  -0.31  -7.82  3.83
H  -1.46  -7.77  1.64
H  -1.81  -5.62  0.48
H  -1.01  -3.50  1.53
F  -1.82  2.98  -10.47
C  -1.11  2.71  -9.36
C  -1.65  1.87  -8.40
C  -0.91  1.59  -7.26
C  0.35  2.15  -7.09
C  0.88  2.99  -8.06
C  0.15  3.27  -9.21
H  -2.63  1.45  -8.55
H  -1.31  0.93  -6.51
H  0.92  1.93  -6.20
H  1.86  3.43  -7.93
H  0.54  3.92  -9.98
F  -3.73  7.16  4.62
C  -4.36  6.49  5.61
C  -3.74  5.38  6.16
C  -4.38  4.70  7.19
C  -5.63  5.13  7.64
C  -6.22  6.24  7.07
C  -5.59  6.94  6.05
H  -2.78  5.06  5.79
H  -3.92  3.83  7.63
H  -6.12  4.59  8.44
H  -7.19  6.58  7.42
H  -6.03  7.81  5.60
F  -3.94  -1.94  -5.92
C  -4.25  -1.88  -7.23
C  -4.55  -3.04  -7.91
C  -4.87  -2.97  -9.25
C  -4.88  -1.74  -9.91
C  -4.57  -0.58  -9.21
C  -4.25  -0.65  -7.86
H  -4.53  -3.99  -7.38
H  -5.12  -3.87  -9.80
H  -5.13  -1.69  -10.96
H  -4.57  0.37  -9.71
H  -4.02  0.24  -7.29
F  5.15  -3.03  4.02
C  6.00  -3.25  5.05
C  5.62  -4.09  6.07
C  6.50  -4.31  7.12
C  7.74  -3.69  7.13
C  8.10  -2.84  6.10
C  7.23  -2.62  5.04
H  4.65  -4.56  6.04
H  6.22  -4.98  7.93
H  8.42  -3.86  7.96
H  9.07  -2.35  6.11
H  7.50  -1.97  4.22

Values from the calculation:
Energy, a.u.: -6447.0152
2S+1: 1
HOMO, eV: -9.032
Total charge: 0



3.
The following is a quantum chemistry calculation of a molecular structure, C58H56BrGe2PdS4, from OMol25.

Positions of all 122 atoms, in Å:
Pd  2.01  -1.46  -0.10
Br  4.29  -2.67  -0.97
C  4.79  -3.14  0.81
C  6.07  -3.57  1.02
C  6.43  -4.04  2.30
C  5.49  -4.12  3.28
C  4.16  -3.69  3.07
C  3.17  -3.82  4.07
C  1.91  -3.36  3.87
C  1.57  -2.71  2.66
C  2.49  -2.57  1.65
C  3.79  -3.12  1.81
H  6.79  -3.57  0.21
H  7.45  -4.35  2.48
H  5.75  -4.52  4.26
H  3.45  -4.28  5.01
H  1.16  -3.46  4.64
H  0.58  -2.28  2.55
C  1.21  -6.90  0.78
C  0.12  -5.92  0.44
C  -0.37  -5.80  -0.85
C  -1.36  -4.88  -1.17
C  -1.90  -4.79  -2.57
C  -1.86  -4.03  -0.16
C  -1.39  -4.15  1.16
C  -1.97  -3.30  2.27
C  -0.42  -5.10  1.43
C  -3.00  -3.11  -0.43
C  -4.27  -3.67  -0.42
C  -5.40  -2.88  -0.54
C  -5.27  -1.51  -0.66
C  -4.01  -0.90  -0.68
C  -2.88  -1.72  -0.60
Ge  -1.09  -1.00  -0.83
S  0.37  -2.54  -1.49
S  -0.93  0.82  -2.13
Ge  0.87  1.27  -0.90
S  2.54  0.18  -1.91
S  0.11  -0.04  0.86
C  1.59  3.04  -0.51
C  2.39  3.24  0.61
C  3.06  4.46  0.73
C  2.93  5.44  -0.23
C  2.12  5.24  -1.34
C  1.45  4.03  -1.50
C  0.57  3.81  -2.68
C  -0.81  3.93  -2.53
C  -1.43  4.29  -1.21
C  -1.63  3.69  -3.63
C  -1.11  3.32  -4.86
C  -2.01  3.04  -6.04
C  0.27  3.23  -5.00
C  1.12  3.49  -3.93
C  2.62  3.47  -4.14
C  2.51  2.27  1.74
C  3.63  1.45  1.87
C  4.70  1.36  0.81
C  3.80  0.74  3.06
C  2.90  0.83  4.11
C  3.17  0.18  5.44
C  1.76  1.61  3.92
C  1.55  2.34  2.76
C  0.34  3.22  2.64
C  -4.02  0.59  -0.75
C  -3.86  1.35  0.41
C  -3.47  0.74  1.74
C  -4.12  2.72  0.36
C  -4.53  3.35  -0.80
C  -4.89  4.81  -0.82
C  -4.63  2.58  -1.96
C  -4.38  1.22  -1.95
C  -4.50  0.42  -3.23
H  1.45  -7.54  -0.06
H  0.91  -7.53  1.62
H  2.11  -6.37  1.08
H  0.02  -6.45  -1.63
H  -1.30  -5.39  -3.25
H  -1.92  -3.76  -2.93
H  -2.93  -5.16  -2.62
H  -3.06  -3.32  2.24
H  -1.66  -2.26  2.18
H  -1.64  -3.67  3.24
H  -0.06  -5.21  2.45
H  -4.37  -4.74  -0.28
H  -6.39  -3.33  -0.52
H  -6.14  -0.88  -0.72
H  3.68  4.62  1.60
H  3.45  6.38  -0.12
H  1.99  6.01  -2.08
H  -0.72  4.75  -0.53
H  -1.83  3.39  -0.72
H  -2.27  4.97  -1.35
H  -2.71  3.77  -3.51
H  -3.06  3.04  -5.74
H  -1.78  2.08  -6.49
H  -1.88  3.80  -6.81
H  0.69  2.98  -5.96
H  2.86  3.17  -5.15
H  3.11  2.79  -3.45
H  3.05  4.46  -3.97
H  4.40  1.86  -0.12
H  4.92  0.32  0.57
H  5.62  1.82  1.15
H  4.69  0.12  3.17
H  4.08  -0.42  5.41
H  2.34  -0.46  5.74
H  3.29  0.95  6.20
H  1.03  1.68  4.73
H  -0.29  3.15  3.53
H  -0.27  2.95  1.77
H  0.63  4.27  2.50
H  -3.32  -0.33  1.68
H  -4.24  0.93  2.49
H  -2.55  1.20  2.11
H  -4.01  3.30  1.27
H  -4.60  5.30  0.11
H  -5.97  4.93  -0.95
H  -4.40  5.33  -1.65
H  -4.94  3.06  -2.89
H  -4.66  1.09  -4.08
H  -5.33  -0.29  -3.19
H  -3.59  -0.15  -3.42

Values from the calculation:
ΔE to the lowest compared entry with this formula, charge and spin, kJ/mol: 0.0
Energy, a.u.: -10692.1732
2S+1: 5
HOMO (alpha / beta), eV: -10.066 / -10.345
Total charge: +1